Density functional theory data (ωB97M-V with the def2-TZVPD basis set) for 2 unconnected molecules or ions with the total composition C5H9O4 in a non-equilibrium geometry.

```
18
Properties=species:S:1:pos:R:3:forces:R:3:lowdin_charge:R:1
C 0.007670 0.135925 1.376138 -0.1615 -0.0033 -0.3604 -0.02
C -0.287310 0.362404 -0.100964 0.9611 -0.2169 -0.1727 -0.51
C -1.751219 0.761589 -0.339629 -0.3407 0.2238 -0.1816 -0.19
O -2.512519 -0.424786 -0.592381 -0.7070 0.4794 0.3221 -0.07
C 0.625350 1.486797 -0.767314 0.7165 -0.7683 -0.0801 -0.16
C 3.295782 -2.335318 -0.109573 -1.8461 -2.0169 -0.5803 -0.08
O 4.409474 -2.020720 -0.003572 0.1953 1.2794 0.3470 0.02
O 1.487635 2.146813 -0.232241 -1.3399 -0.7926 -0.1361 0.08
O 0.000616 -0.873923 -0.798455 -0.7932 0.0694 0.5109 -0.05
H 0.004631 1.116784 1.859195 0.1697 -0.3243 0.3648 0.09
H -0.809440 -0.497227 1.751396 0.1813 0.2541 0.1993 0.09
H 0.951849 -0.423327 1.516920 -0.3728 0.6422 -0.0621 0.09
H -2.124870 1.259488 0.581270 0.1705 0.0094 -0.6562 0.14
H -1.812578 1.433589 -1.226949 -0.1047 -0.2478 0.5913 0.13
H -3.463911 -0.193896 -0.535057 0.9257 -0.2505 -0.0440 0.11
H 0.475389 1.556625 -1.880675 -0.1292 0.0062 0.5321 0.14
H 2.187069 -1.981185 -0.049793 1.6214 0.7781 0.1932 0.06
H -0.683610 -1.509629 -0.448323 0.8535 0.8786 -0.7872 0.12
```
Forces are in eV/Å.

Properties
Multiplicity: 2
LUMO level (spin up / spin down), eV: 0.3 / 0.3
Molar mass, g mol⁻¹: 133.12
Frontier orbital gap (spin up / spin down), eV: 7.54 / 10.55
Expectation value of S²: 0.752
DFT total energy, Eh: -496.75085
Strongest force on any atom, eV/A: 2.80